105
Properties=species:S:1:pos:R:3:lowdin_charge:R:1 method="wB97M-V/def2-TZVPD" e_tot_ha=-6491.026196 homo_lumo_gap_ev=5.5 molar_mass_g_mol=990.1 homo_ev=-10.61 charge=+1
C 6.73 0.71 1.87 -0.12
C 8.18 0.16 2.22 -0.25
C 9.03 -0.41 0.94 -0.59
Cl 9.52 0.95 -0.19 0.63
C 8.45 -1.74 0.29 -0.15
C 7.49 -2.63 1.27 0.15
N 6.94 -3.50 0.40 -0.09
C 6.02 -4.47 1.08 -0.16
C 4.74 -3.80 1.80 -0.16
C 3.56 -3.36 0.79 -0.20
C 2.10 -4.00 1.19 -0.18
C 1.30 -4.34 -0.18 -0.20
C -0.18 -3.72 -0.25 -0.17
C -0.23 -2.11 -0.06 -0.20
O -0.32 -1.39 -1.33 -0.24
C -1.41 -0.43 -1.32 -0.13
C 7.38 -3.40 -1.05 -0.60
Br 5.89 -4.14 -2.18 0.91
P 8.62 -4.82 -1.18 0.65
O 9.65 -4.93 -0.05 -0.30
O 9.33 -4.99 -2.74 -0.17
O 7.65 -6.25 -1.03 -0.24
C 7.80 -1.85 -1.18 -0.31
C 6.39 -1.05 -1.20 -0.18
N 6.55 0.45 -1.31 0.00
N 8.61 -1.33 -2.28 0.12
C 9.94 -1.89 -2.48 -0.32
O 10.90 -1.92 -1.70 0.15
F 10.20 -2.40 -3.81 0.06
C 7.98 -1.23 -3.60 -0.32
O 8.00 -0.10 -4.17 0.16
F 7.40 -2.28 -4.36 0.06
H 6.28 1.14 2.85 0.10
H 6.06 -0.19 1.61 0.05
H 6.71 1.54 1.07 0.08
H 8.19 -0.59 3.09 0.11
H 8.81 1.07 2.59 0.12
H 10.04 -0.71 1.44 0.13
H 9.38 -2.44 0.27 0.15
H 7.35 -2.54 2.40 0.18
H 5.66 -5.34 0.44 0.12
H 6.64 -4.95 1.94 0.16
H 4.30 -4.63 2.48 0.13
H 5.06 -2.96 2.53 0.11
H 3.79 -3.78 -0.25 0.05
H 3.47 -2.22 0.74 0.11
H 1.48 -3.28 1.83 0.11
H 2.29 -5.01 1.72 0.11
H 1.21 -5.50 -0.28 0.12
H 1.85 -4.00 -1.13 0.11
H -0.91 -4.22 0.47 0.09
H -0.57 -3.92 -1.33 0.13
H -1.21 -1.89 0.50 0.10
H 0.69 -1.69 0.48 0.12
H -1.57 0.08 -0.30 0.10
H -2.39 -0.91 -1.71 0.10
H -1.18 0.44 -2.06 0.10
H 10.29 -5.15 -2.52 0.10
H 8.27 -7.01 -1.16 0.10
H 5.74 -1.23 -0.27 0.11
H 5.72 -1.32 -2.10 0.12
H 5.74 0.86 -0.83 0.08
H 6.47 0.74 -2.30 0.08
C -6.55 -4.33 0.44 0.08
C -5.27 -4.55 0.72 -0.22
C -4.26 -3.45 0.68 -0.29
O -3.10 -3.68 0.96 0.08
C -4.73 -2.11 0.30 0.08
C -6.01 -1.89 0.02 -0.21
C -7.02 -2.98 0.08 -0.30
O -8.19 -2.74 -0.16 0.13
O -6.45 -0.65 -0.34 0.08
O -4.82 -5.79 1.05 0.10
H -7.29 -5.12 0.46 0.14
H -3.98 -1.32 0.26 0.12
H -7.42 -0.75 -0.49 0.11
H -3.86 -5.69 1.20 0.11
C -6.37 3.90 2.69 0.08
C -6.61 2.76 2.03 -0.22
C -7.46 2.73 0.81 -0.30
O -7.64 1.68 0.22 0.10
C -8.06 3.99 0.36 0.08
C -7.83 5.13 1.02 -0.21
C -6.95 5.16 2.23 -0.31
O -6.74 6.22 2.79 0.12
O -8.38 6.31 0.62 0.09
O -6.08 1.57 2.45 0.09
H -5.75 3.93 3.57 0.14
H -8.70 3.96 -0.52 0.14
H -8.06 6.98 1.25 0.11
H -6.40 0.91 1.81 0.10
C -11.40 8.95 -2.15 0.08
C -10.24 8.90 -1.50 -0.22
C -10.04 9.64 -0.21 -0.31
O -8.97 9.56 0.37 0.10
C -11.15 10.43 0.31 0.08
C -12.32 10.48 -0.35 -0.22
C -12.53 9.72 -1.62 -0.31
O -13.61 9.77 -2.17 0.11
O -13.36 11.22 0.12 0.10
O -9.18 8.18 -1.99 0.09
H -11.56 8.42 -3.08 0.14
H -10.99 10.98 1.23 0.14
H -14.09 11.08 -0.52 0.12
H -8.46 8.31 -1.34 0.11